Record 1
Here is a structure of composition C19H16FeN5O8S from the OMol25 dataset. Energies are from ωB97M-V/def2-TZVPD.

Cartesian coordinates (Å):
Fe 0.85412 0.09090 0.37302
S 0.78395 -1.89465 -1.35579
O -5.04907 -0.88350 -2.03552
O -2.13896 -2.06763 -4.45628
O 2.49898 -0.20595 4.06930
O 0.74633 2.24805 3.84797
O -0.38464 -2.49813 -2.01860
O 0.63681 -1.93827 0.16084
O 0.78280 -0.38249 -1.59594
O 2.02148 -2.49247 -1.80732
N -1.21576 0.04052 0.58948
N 2.81625 -0.29144 0.55149
N 0.61244 2.04705 0.34543
N 1.16146 0.54064 2.30460
N -3.09641 -2.04787 -2.32053
C -3.96380 -0.43831 0.73180
C -3.23596 -2.49936 -3.67938
C 0.37170 2.60294 1.53532
C -3.24842 -0.03718 1.84722
C 3.14050 -0.61953 1.81534
C -0.39346 4.61076 0.50959
C 0.75267 1.76166 2.73093
C 0.36560 2.74347 -0.76508
C -1.87935 0.16051 1.74223
C -3.91354 -1.17916 -1.69010
C 4.85946 -1.25664 -0.19082
C 2.20975 -0.11019 2.89551
C 4.30770 -1.28320 2.12901
C -0.13104 3.88557 1.65898
C -0.13837 4.03194 -0.72333
C -1.92011 -0.31783 -0.48401
C -3.27137 -0.62014 -0.45193
C 3.66035 -0.60018 -0.42811
C 5.18179 -1.61446 1.10343
H -3.72685 0.09230 2.80847
H -1.36328 -0.37507 -1.40647
H -4.14490 -2.07441 -4.09827
H 6.10188 -2.14493 1.31498
H 4.50558 -1.51270 3.16663
H -0.29768 4.27702 2.65301
H -1.33478 -2.23236 -3.93659
H 0.56396 2.22211 -1.69422
H 3.34281 -0.33887 -1.42702
H -0.33180 4.56231 -1.64551
H -3.30357 -3.59158 -3.69539
H -2.17792 -2.24459 -1.91594
H 5.50219 -1.50303 -1.02419
H -1.29793 0.39944 2.62114
H -5.02777 -0.63575 0.76886
H -0.79381 5.61469 0.57175

Forces on atoms 1 to 2 (eV/Å):
Fe -0.45 -0.07 0.70
S 0.06 0.02 0.43

The value obtained for the orbital gap is 0.2847 Eh. For the relative energy (zero: lowest compared OMol25 entry of this formula, charge and spin), the calculation gives 0.00 kcal per mole. Its charge is -1. The total energy comes out at -3271.48706 Eh. The calculation puts the LUMO energy at 2.35 eV.

---

Record 2
Here is an isolated molecule of C21H28N4O4 from the OMol25 dataset. Energies are from ωB97M-V/def2-TZVPD.

Cartesian coordinates (Å):
O 3.77246 -2.84429 -1.97804
O -1.85888 -3.59395 -1.05179
O -0.04215 -3.77165 0.28027
O 1.64231 -6.36170 -1.51184
N 2.14658 -4.17410 -1.12661
N 0.61386 -1.06302 1.95798
N -2.13767 2.62848 0.56908
N 3.78027 -5.05579 -2.51856
C 1.39274 -5.28962 -0.99923
C 4.43741 -5.34209 -4.84354
C -1.43696 1.49115 0.33746
C -3.65037 1.06695 0.13503
C 0.04068 1.47571 0.20894
C 0.15390 -5.11123 -0.12510
C -0.15005 -1.33564 1.14445
C -3.48908 2.37430 0.47499
C -1.26630 3.91840 2.46096
C -2.35571 0.46955 0.07071
C 4.88675 -5.00887 -3.45098
C -4.52226 3.41941 0.70432
C -0.09100 5.03980 4.35992
C -1.57324 3.89431 0.95959
C -0.54734 5.19419 2.91039
C -1.12043 -1.70741 0.19862
C -1.08397 -3.09801 -0.27264
C -1.44031 6.42556 2.77313
C 3.30702 -3.95776 -1.92147
C -2.14461 -0.90241 -0.20949
C 4.66518 -4.58177 -5.89662
H 4.33196 -4.85809 -6.88246
H 3.24738 -5.91565 -2.42757
H -0.63974 3.05593 2.69650
H 0.40085 2.39609 -0.24871
H -4.45073 4.21617 -0.03729
H -0.71959 -5.46314 -0.68850
H 1.84565 -3.34831 -0.61924
H -0.94865 4.89761 5.01385
H 0.53076 1.35840 1.17601
H 0.56845 4.18207 4.46750
H -0.92956 7.30307 3.16211
H 5.30844 -4.00262 -3.40866
H 0.34773 0.64041 -0.41515
H 0.27047 -5.72558 0.77294
H 0.44558 5.92697 4.68708
H 5.64631 -5.73188 -3.12737
H -5.50691 2.96804 0.62339
H -1.69361 6.62014 1.73415
H -2.19743 3.81006 3.02156
H 0.33912 5.33270 2.28104
H -4.42577 3.86292 1.69478
H -2.28438 4.67978 0.70257
H -2.36112 6.29110 3.33704
H -0.65227 4.07123 0.39766
H 3.89200 -6.27230 -4.93728
H -2.91623 -1.39534 -0.79148
H 5.20166 -3.65094 -5.81534
H -4.57921 0.55268 -0.00908

Forces on atoms 1 to 2 (eV/Å):
O 0.16 0.40 -0.04
O 0.16 0.11 0.19

The value obtained for the orbital gap is 0.2945 Eh. For the relative energy (zero: lowest compared OMol25 entry of this formula, charge and spin), the calculation gives 66.81 kcal per mole. The structure (SMILES) is C=CCNC(=O)NC(=O)COC(=O)/C(C#N)=C/c1cc(C)n(CCC(C)C)c1C. The total energy comes out at -1337.03732 Eh. The calculation puts the LUMO energy at -0.29 eV.

---

Record 3
Here is a structure of composition C17H17Br4MgN5O2S from the OMol25 dataset. Energies are from ωB97M-V/def2-TZVPD.

Cartesian coordinates (Å):
Br 3.03697 -1.29954 -4.03174
Br 6.04623 -0.41594 -2.85996
Br 3.44246 1.43891 1.90407
Br 6.24907 0.96974 0.14888
S -2.65803 1.05627 0.74765
Mg -0.43636 -0.01170 -0.77792
O 1.03878 0.44120 0.38388
O 0.87854 -0.70237 -2.01803
N -0.86666 1.78322 2.68147
N -1.07295 -1.72472 0.49474
N -0.93554 -0.34479 2.38280
N -0.56149 1.96123 -1.77468
N -1.93153 -0.48236 -2.33525
C 2.15911 0.26404 -0.28584
C -1.34686 -2.70624 2.65536
C 3.24176 -0.51891 -2.32110
C 4.49756 -0.13669 -1.81724
C 4.58222 0.43974 -0.56336
C -1.70469 0.53729 -3.38888
C 3.40878 0.63598 0.18671
C -1.17318 -2.94519 -0.03752
C 0.06683 1.22201 3.53743
C 2.07333 -0.34992 -1.59115
C -1.44734 -3.96476 2.08898
C -1.66093 1.91664 -2.75619
C -1.08807 3.20883 2.51874
C -1.35633 -4.09146 0.71282
C 0.03445 -0.10222 3.35173
C -1.46661 0.83283 1.93991
C -1.14983 -1.62593 1.81495
H -0.88631 3.70674 3.46392
H 0.69678 1.82382 4.16634
H -0.73666 0.30453 -3.83508
H -1.59020 -4.83420 2.71697
H -1.42145 -2.55224 3.72264
H -2.12003 3.37557 2.22509
H -2.58912 2.10583 -2.21122
H 0.64183 -0.88766 3.76137
H 0.33490 2.03384 -2.24932
H -2.89534 -0.46223 -2.01698
H -0.64853 2.76595 -1.16608
H -1.41617 -5.05380 0.22600
H -1.75188 -1.39934 -2.72787
H -2.46342 0.50641 -4.17317
H -1.57328 2.67962 -3.53229
H -0.42047 3.60105 1.75196
H -1.06030 -2.99911 -1.11354

Forces on atoms 1 to 2 (eV/Å):
Br 0.03 -0.01 -0.03
Br 0.03 0.00 -0.01

The value obtained for the orbital gap is 0.2313 Eh. The total energy comes out at -11976.79920 Eh. The calculation puts the LUMO energy at -0.16 eV.

---

Record 4
Here is a structure of composition C4H5NO in a non-equilibrium geometry from the OMol25 dataset. Energies are from ωB97M-V/def2-TZVPD.

Cartesian coordinates (Å):
O 2.07181 -0.12931 -0.42399
N -1.37037 -0.82796 -0.32267
C 0.75874 -0.10490 -0.10537
C 0.13812 0.97386 0.55464
C -1.19380 0.85888 0.41049
C -0.06147 -1.12143 -0.46861
H -1.87333 1.69735 0.60617
H 2.48305 0.64841 -0.04467
H 0.70521 1.75745 1.08658
H -1.97829 -1.67477 -0.47864
H 0.32032 -2.07758 -0.81393

Forces on atoms 1 to 2 (eV/Å):
O 1.42 -0.12 0.07
N 0.22 2.60 0.81

The value obtained for the orbital gap is 0.2936 Eh. For the relative energy (zero: lowest compared OMol25 entry of this formula, charge and spin), the calculation gives 81.63 kcal per mole. The total energy comes out at -285.28449 Eh. The calculation puts the LUMO energy at 0.89 eV.